Entry 1:
Formula: C52H98BCl2F4N2O17S4
Source: OMol25
Level of theory: ωB97M-V with the def2-TZVPD basis set

Bonds (Å) are listed after each position.
Geometry (Å):
1 C 3.3419 2.4490 -0.2797  C2 1.586, H11 1.090, H12 1.090, H13 1.090
2 C 1.9683 2.6390 -1.0489  C1 1.586, C3 1.563, H14 1.090, H15 1.090
3 C 0.7288 2.1169 -0.2519  C2 1.563, C4 1.523, H16 1.090, H17 1.090
4 C -0.5013 1.8372 -1.1053  C3 1.523, N5 1.599, H18 1.090, H19 1.090
5 N -1.3507 0.6195 -0.5106  C4 1.599, C6 1.599, C9 1.564, C10 1.574
6 C -2.8540 0.5736 -1.0541  N5 1.599, C7 1.510, H20 1.090, H21 1.090
7 C -3.2522 -0.8742 -1.2168  C6 1.510, C8 1.517, H22 1.090, H23 1.090
8 C -2.0840 -1.7602 -0.8267  C7 1.517, C9 1.564, H24 1.090, H25 1.090
9 C -0.8526 -0.8020 -0.9310  N5 1.564, C8 1.564, H26 1.090, H27 1.090
10 C -1.3293 0.6693 1.0629  N5 1.574, H28 1.090, H29 1.090, H30 1.090
11 H 4.0662 3.0547 -0.8242  C1 1.090
12 H 3.6938 1.4174 -0.2925  C1 1.090
13 H 3.2341 2.8068 0.7443  C1 1.090
14 H 2.0325 2.2243 -2.0549  C2 1.090
15 H 1.6318 3.6758 -1.0463  C2 1.090
16 H 0.5182 2.7507 0.6096  C3 1.090
17 H 1.0349 1.1857 0.2248  C3 1.090
18 H -0.3444 1.4638 -2.1173  C4 1.090
19 H -1.2117 2.6617 -1.1636  C4 1.090
20 H -3.4426 1.0733 -0.2847  C6 1.090
21 H -2.8381 1.0936 -2.0119  C6 1.090
22 H -4.0531 -1.1080 -0.5153  C7 1.090
23 H -3.5710 -1.0652 -2.2415  C7 1.090
24 H -2.2556 -2.1323 0.1834  C8 1.090
25 H -2.0071 -2.6486 -1.4535  C8 1.090
26 H 0.0876 -1.2668 -0.6340  C9 1.090
27 H -0.6751 -0.6771 -1.9992  C9 1.090
28 H -0.3112 0.4050 1.3487  C10 1.090
29 H -1.8954 -0.1861 1.4317  C10 1.090
30 H -1.7305 1.5617 1.5433  C10 1.090
31 C -6.5031 -1.3965 4.9076  C32 1.564, H42 1.090, H43 1.090, H44 1.090
32 C -5.4675 -0.2740 4.5718  C31 1.564, C33 1.629, N37 1.498, C41 1.543
33 C -6.0958 0.9613 5.4279  C32 1.629, C34 1.573, H45 1.090, H46 1.090
34 C -5.0866 2.1490 5.6404  C33 1.573, C35 1.474, H47 1.090, H48 1.090
35 C -3.8770 1.6942 6.3487  C34 1.474, C36 1.589, H49 1.090, H50 1.090
36 C -3.1491 0.4811 5.6260  C35 1.589, N37 1.523, C39 1.541, C40 1.564
37 N -4.1355 -0.5905 5.1794  C32 1.498, C36 1.523, O38 1.471
38 O -3.4907 -1.7911 4.6265  N37 1.471
39 C -2.1370 0.0737 6.7144  C36 1.541, H51 1.090, H52 1.090, H53 1.090
40 C -2.4180 1.1065 4.3925  C36 1.564, H54 1.090, H55 1.090, H56 1.090
41 C -5.6129 0.0746 3.0762  C32 1.543, H57 1.090, H58 1.090, H59 1.090
42 H -7.5210 -1.0074 4.9349  C31 1.090
43 H -6.3222 -1.7349 5.9278  C31 1.090
44 H -6.4161 -2.3046 4.3110  C31 1.090
45 H -6.4475 0.7339 6.4342  C33 1.090
46 H -6.9551 1.3462 4.8787  C33 1.090
47 H -5.3944 3.0876 6.1012  C34 1.090
48 H -4.7829 2.3661 4.6163  C34 1.090
49 H -4.1483 1.5151 7.3891  C35 1.090
50 H -3.2765 2.6039 6.3523  C35 1.090
51 H -1.5430 -0.6421 6.1462  C39 1.090
52 H -2.5297 -0.4752 7.5703  C39 1.090
53 H -1.5687 0.9403 7.0522  C39 1.090
54 H -2.9504 1.3946 3.4860  C40 1.090
55 H -1.7740 0.3494 3.9450  C40 1.090
56 H -1.6918 1.8585 4.7012  C40 1.090
57 H -6.5541 0.4748 2.6992  C41 1.090
58 H -5.4797 -0.8203 2.4683  C41 1.090
59 H -4.8433 0.7461 2.6954  C41 1.090
60 B -0.3378 -4.0816 1.3564  F61 1.343, F62 1.385, F63 1.361, F64 1.360
61 F 0.3606 -2.9686 1.0765  B60 1.343
62 F 0.2504 -4.8581 2.3410  B60 1.385
63 F -1.6131 -3.8783 1.7860  B60 1.361
64 F -0.4097 -4.8327 0.2254  B60 1.360
65 C -0.7227 -4.4035 -5.4150  C66 1.563, C71 1.567, H72 1.090, H73 1.090
66 C 0.4008 -4.1629 -4.3550  C65 1.563, C67 1.572, H74 1.090, H75 1.090
67 C 0.3113 -5.1133 -3.1056  C66 1.572, S68 1.894, H76 1.090, H77 1.090
68 S -0.5381 -6.6452 -3.8253  C67 1.894, O69 1.460, O70 1.413, C71 1.828
69 O -1.8535 -6.8144 -3.2147  S68 1.460
70 O 0.2766 -7.7920 -3.9621  S68 1.413
71 C -0.7741 -5.9675 -5.5070  C65 1.567, S68 1.828, H78 1.090, H79 1.090
72 H -0.6629 -3.8904 -6.3749  C65 1.090
73 H -1.6813 -4.0648 -5.0220  C65 1.090
74 H 0.4009 -3.1464 -3.9616  C66 1.090
75 H 1.3718 -4.2960 -4.8321  C66 1.090
76 H -0.3546 -4.6024 -2.4100  C67 1.090
77 H 1.2186 -5.4347 -2.5943  C67 1.090
78 H -1.7044 -6.3317 -5.9426  C71 1.090
79 H 0.0851 -6.2599 -6.1106  C71 1.090
80 C -4.9257 -4.3711 0.3033  C81 1.482, C86 1.560, H87 1.090, H88 1.090
81 C -5.9121 -3.9095 1.3088  C80 1.482, C82 1.569, H89 1.090, H90 1.090
82 C -5.2683 -4.1099 2.7250  C81 1.569, S83 1.864, H91 1.090, H92 1.090
83 S -4.3681 -5.7389 2.6181  C82 1.864, O84 1.477, O85 1.488, C86 1.896
84 O -5.2469 -6.8695 2.9804  S83 1.477
85 O -3.0105 -5.7286 3.2262  S83 1.488
86 C -4.2139 -5.6918 0.7295  C80 1.560, S83 1.896, H93 1.090, H94 1.090
87 H -4.1107 -3.6522 0.2190  C80 1.090
88 H -5.4226 -4.4167 -0.6658  C80 1.090
89 H -6.8112 -4.5143 1.1913  C81 1.090
90 H -6.2374 -2.8902 1.1007  C81 1.090
91 H -5.6481 -4.3438 3.7196  C82 1.090
92 H -4.4101 -3.4381 2.7078  C82 1.090
93 H -4.6560 -6.5491 0.2217  C86 1.090
94 H -3.1434 -5.7818 0.5453  C86 1.090
95 C 7.1856 1.0838 -3.9383  C96 1.532, C101 1.578, H102 1.090, H103 1.090
96 C 7.5902 1.6188 -5.3159  C95 1.532, C97 1.445, H104 1.090, H105 1.090
97 C 6.3778 2.2324 -5.8077  C96 1.445, S98 1.877, H106 1.090, H107 1.090
98 S 5.7420 3.1422 -4.2934  C97 1.877, O99 1.444, O100 1.448, C101 1.843
99 O 4.3737 2.7412 -4.0654  S98 1.444
100 O 6.1328 4.5286 -4.4404  S98 1.448
101 C 6.8462 2.3450 -3.0523  C95 1.578, S98 1.843, H108 1.090, H109 1.090
102 H 8.0797 0.6803 -3.4630  C95 1.090
103 H 6.3522 0.3832 -3.8882  C95 1.090
104 H 7.9736 0.7276 -5.8127  C96 1.090
105 H 8.4822 2.2399 -5.2339  C96 1.090
106 H 5.6762 1.4294 -6.0335  C97 1.090
107 H 6.4830 2.7856 -6.7410  C97 1.090
108 H 6.2535 2.1036 -2.1699  C101 1.090
109 H 7.5594 3.1402 -2.8352  C101 1.090
110 C 2.1015 -0.1717 5.4280  C111 1.546, C116 1.456, H117 1.090, H118 1.090
111 C 2.1600 1.1165 6.2807  C110 1.546, C112 1.545, H119 1.090, H120 1.090
112 C 2.0781 2.3028 5.2943  C111 1.545, S113 1.830, H121 1.090, H122 1.090
113 S 1.7175 1.6952 3.6064  C112 1.830, O114 1.401, O115 1.423, C116 1.826
114 O 2.8923 1.4997 2.8687  S113 1.401
115 O 0.5818 2.4071 3.1273  S113 1.423
116 C 1.2332 0.0711 4.2850  C110 1.456, S113 1.826, H123 1.090, H124 1.090
117 H 1.8786 -1.0858 5.9784  C110 1.090
118 H 3.1113 -0.4001 5.0873  C110 1.090
119 H 3.1626 1.1944 6.7013  C111 1.090
120 H 1.3542 1.1172 7.0147  C111 1.090
121 H 2.7911 3.1241 5.2227  C112 1.090
122 H 1.1934 2.8437 5.6303  C112 1.090
123 H 1.0915 -0.6766 3.5045  C116 1.090
124 H 0.2563 0.2714 4.7249  C116 1.090
125 O 2.5951 3.5969 -6.8828  C126 1.242
126 C 2.4636 4.5389 -6.0843  O125 1.242, O127 1.344, C130 1.440
127 O 2.0540 4.3129 -4.8242  C126 1.344, C128 1.461
128 C 1.8160 5.5411 -4.0687  O127 1.461, C129 1.509, H131 1.090, H132 1.090
129 C 2.3526 6.6058 -4.9934  C128 1.509, C130 1.525, H133 1.090, H134 1.090
130 C 3.0283 5.8621 -6.1412  C126 1.440, C129 1.525, H135 1.090, H136 1.090
131 H 2.3618 5.6484 -3.1313  C128 1.090
132 H 0.7510 5.5445 -3.8367  C128 1.090
133 H 2.9092 7.2957 -4.3590  C129 1.090
134 H 1.3989 7.0283 -5.3096  C129 1.090
135 H 4.0705 5.6649 -5.8901  C130 1.090
136 H 3.1532 6.4653 -7.0405  C130 1.090
137 O -2.4341 -0.2031 -5.0937  C138 1.205
138 C -1.4909 0.5459 -5.0776  O137 1.205, O139 1.356, C142 1.566
139 O -1.6355 1.8062 -4.5994  C138 1.356, C140 1.408
140 C -0.4828 2.5737 -4.8510  O139 1.408, C141 1.500, H143 1.090, H144 1.090
141 C 0.5843 1.6589 -5.3752  C140 1.500, C142 1.502, H145 1.090, H146 1.090
142 C -0.0207 0.2960 -5.5558  C138 1.566, C141 1.502, H147 1.090, H148 1.090
143 H -0.1286 2.9672 -3.8982  C140 1.090
144 H -0.5250 3.4640 -5.4785  C140 1.090
145 H 1.5851 1.8061 -4.9692  C141 1.090
146 H 0.6475 1.9838 -6.4138  C141 1.090
147 H 0.5644 -0.4334 -4.9957  C142 1.090
148 H -0.1814 0.1246 -6.6202  C142 1.090
149 O 1.9491 -0.7716 -3.1881  C150 1.257
150 C 2.6600 -1.1545 -2.2242  O149 1.257, O151 1.305, C154 1.523
151 O 2.6947 -0.5832 -1.0513  C150 1.305, C152 1.430
152 C 3.8188 -1.0627 -0.3096  O151 1.430, C153 1.497, H155 1.090, H156 1.090
153 C 4.6993 -1.7833 -1.2833  C152 1.497, C154 1.475, H157 1.090, H158 1.090
154 C 3.7308 -2.2348 -2.3003  C150 1.523, C153 1.475, H159 1.090, H160 1.090
155 H 3.4238 -1.7089 0.4742  C152 1.090
156 H 4.3817 -0.2617 0.1697  C152 1.090
157 H 5.1912 -2.6732 -0.8906  C153 1.090
158 H 5.3988 -1.0886 -1.7481  C153 1.090
159 H 3.2101 -3.1377 -1.9814  C154 1.090
160 H 4.1286 -2.5625 -3.2608  C154 1.090
161 O 5.9493 -0.4232 5.2209  C162 1.238
162 C 6.1417 -0.5416 4.0041  O161 1.238, O163 1.343, C166 1.443
163 O 6.5313 0.5179 3.2763  C162 1.343, C164 1.401
164 C 6.7989 0.1901 1.9409  O163 1.401, C165 1.560, H167 1.090, H168 1.090
165 C 7.0055 -1.3561 1.9418  C164 1.560, C166 1.572, H169 1.090, H170 1.090
166 C 6.2029 -1.7591 3.2317  C162 1.443, C165 1.572, H171 1.090, H172 1.090
167 H 7.5880 0.6218 1.3253  C164 1.090
168 H 5.8570 0.5240 1.5055  C164 1.090
169 H 7.9727 -1.8586 1.9537  C165 1.090
170 H 6.3372 -1.8309 1.2234  C165 1.090
171 H 6.4688 -2.6807 3.7494  C166 1.090
172 H 5.1527 -1.9239 2.9909  C166 1.090
173 Cl -8.1910 5.7959 1.6464  C174 1.790
174 C -7.6898 4.1286 1.2315  Cl173 1.790, C175 1.526, H177 1.090, H178 1.090
175 C -6.2103 4.1870 0.8631  C174 1.526, Cl176 1.754, H179 1.090, H180 1.090
176 Cl -5.6408 2.5543 0.5697  C175 1.754
177 H -8.2879 3.7122 0.4209  C174 1.090
178 H -7.8488 3.4467 2.0669  C174 1.090
179 H -5.5701 4.5510 1.6666  C175 1.090
180 H -6.2481 4.8536 0.0015  C175 1.090

Output
total charge = -1
calculated total energy = -173230.2226 eV


Entry 2:
Formula: C7H9N2O
Source: OMol25
Level of theory: ωB97M-V with the def2-TZVPD basis set

Bonds (Å) are listed after each position.
Geometry (Å):
1 C -0.6003 -2.6728 0.6973  C2 1.391, O10 1.346, H11 1.116
2 C -0.7647 -1.4242 0.1071  C1 1.391, N3 1.437, H12 1.074
3 N -0.2406 -0.1453 0.4994  C2 1.437, C4 1.476, C6 1.468, H13 0.988
4 C -1.1454 0.9200 0.0249  N3 1.476, C5 1.600, H14 1.106, H15 1.120
5 C 0.0889 1.8061 -0.4777  C4 1.600, C6 1.528, H16 1.142, H17 1.098
6 C 0.9187 0.6375 0.0527  N3 1.468, C5 1.528, C7 1.331
7 C 2.1016 0.0596 0.2489  C6 1.331, C8 1.464, H18 1.118
8 C 2.2298 -1.3223 0.7139  C7 1.464, N9 1.259, H19 1.071
9 N 1.1752 -1.6000 1.3425  C8 1.259, O10 1.429
10 O 0.5319 -2.8744 1.3976  C1 1.346, N9 1.429
11 H -1.1915 -3.5629 0.3769  C1 1.116
12 H -1.5045 -1.4428 -0.6707  C2 1.074
13 H 0.0396 -0.2390 1.4417  N3 0.988
14 H -1.5483 1.3298 0.9703  C4 1.106
15 H -1.8091 0.5903 -0.8146  C4 1.120
16 H 0.1505 1.8138 -1.6181  C5 1.142
17 H 0.2589 2.8145 -0.0777  C5 1.098
18 H 3.0255 0.6141 -0.0487  C7 1.118
19 H 3.0664 -1.8920 0.3642  C8 1.071

Output
total charge = +1
energy relative to the best compared isomer or geometry (same formula, charge and spin) = 161.8 kcal/mol
SMILES = C1=C\[N@@H+]2CC/C2=C/C=N/O/1


Entry 3:
Formula: C2H5Br
Source: OMol25
Level of theory: ωB97M-V with the def2-TZVPD basis set

Bonds (Å) are listed after each position.
Geometry (Å):
1 C 0.0035 0.4259 -0.8233  C2 1.685, H4 1.063, H5 1.111, H6 1.058
2 C 0.2619 -0.5228 0.5447  C1 1.685, Br3 2.040, H7 1.069, H8 1.097
3 Br -1.1936 0.1785 1.7894  C2 2.040
4 H -0.9625 0.0509 -1.0607  C1 1.063
5 H -0.0045 1.4990 -0.5343  C1 1.111
6 H 0.8727 0.1688 -1.3684  C1 1.058
7 H 1.1499 -0.2668 1.0822  C2 1.069
8 H -0.1274 -1.5335 0.3703  C2 1.097

Output
energy relative to the best compared isomer or geometry (same formula, charge and spin) = 7.5 kcal/mol
SMILES = CCBr